Arrangement P

ORCA calculation (the ωB97M-V functional and the def2-TZVPD basis) on a cluster of 2 separate species, C4H12 in total.

Summary:
* SMILES: CC.CC
* E_HOMO: -10.9 eV
* lowest unoccupied orbital energy: 1.15 eV
* Kohn-Sham gap: 12.00 eV

CARTESIAN COORDINATES (ANGSTROEM)
C (1.550, 0.081, 0.426)
C (2.616, -0.716, -0.289)
H (2.159, 0.900, 0.853)
H (0.877, 0.616, -0.134)
H (1.021, -0.540, 1.158)
H (2.830, -1.598, 0.244)
H (3.491, -0.072, -0.339)
H (2.201, -0.813, -1.327)
C (-1.789, -0.157, -0.558)
C (-2.363, 0.753, 0.426)
H (-2.101, -1.262, -0.359)
H (-2.160, 0.146, -1.536)
H (-0.613, -0.241, -0.580)
H (-3.408, 0.498, 0.449)
H (-1.832, 0.553, 1.456)
H (-2.479, 1.853, 0.110)


Arrangement Q

ORCA calculation (the ωB97M-V functional and the def2-TZVPD basis) on a cluster of 2 separate species, C4H12 in total.

Summary:
* SMILES: CC.CC
* E_HOMO: -10.8 eV
* lowest unoccupied orbital energy: 1.11 eV
* Kohn-Sham gap: 11.96 eV

CARTESIAN COORDINATES (ANGSTROEM)
C (0.666, 0.682, -0.974)
C (2.148, 0.998, -1.462)
H (0.413, -0.165, -0.577)
H (0.441, 1.586, -0.223)
H (-0.107, 0.884, -1.753)
H (2.324, 0.812, -2.485)
H (2.832, 0.429, -0.813)
H (2.475, 2.040, -1.391)
C (-1.653, -0.224, 1.519)
C (-1.226, -1.537, 0.873)
H (-0.913, 0.780, 1.412)
H (-2.692, 0.061, 1.119)
H (-1.580, -0.121, 2.593)
H (-1.588, -2.335, 1.359)
H (-0.230, -1.795, 1.265)
H (-0.989, -1.687, -0.240)


Which structure is the least stable? The one labeled arrangement Q.


Arrangement P

ORCA calculation (the ωB97M-V functional and the def2-TZVPD basis) on a cluster of 2 separate species, C4H12 in total.

Summary:
* SMILES: CC.CC
* E_HOMO: -11.5 eV
* lowest unoccupied orbital energy: 1.12 eV
* Kohn-Sham gap: 12.59 eV

CARTESIAN COORDINATES (ANGSTROEM)
C (2.277, -0.869, 0.413)
C (2.216, 0.693, 0.247)
H (3.296, -1.097, 0.084)
H (2.034, -1.049, 1.448)
H (1.409, -1.338, -0.061)
H (2.256, 1.048, -0.783)
H (2.967, 1.152, 0.887)
H (1.295, 1.242, 0.542)
C (-2.740, -0.494, -0.207)
C (-1.665, 0.520, -0.514)
H (-3.226, -0.960, -1.071)
H (-2.288, -1.342, 0.353)
H (-3.630, -0.116, 0.283)
H (-0.703, 0.375, -0.036)
H (-2.003, 1.482, -0.015)
H (-1.495, 0.751, -1.571)


Arrangement Q

ORCA calculation (the ωB97M-V functional and the def2-TZVPD basis) on a cluster of 2 separate species, C4H12 in total.

Summary:
* SMILES: CC.CC
* E_HOMO: -11.6 eV
* lowest unoccupied orbital energy: 1.20 eV
* Kohn-Sham gap: 12.82 eV

CARTESIAN COORDINATES (ANGSTROEM)
C (-1.176, 0.292, -1.238)
C (-2.076, 0.134, -0.029)
H (-0.128, 0.399, -0.994)
H (-1.326, -0.496, -1.978)
H (-1.442, 1.181, -1.820)
H (-1.809, 0.894, 0.700)
H (-3.105, 0.420, -0.257)
H (-2.146, -0.861, 0.398)
C (1.430, -0.958, 0.571)
C (1.871, 0.480, 0.707)
H (0.653, -1.132, -0.164)
H (2.198, -1.708, 0.362)
H (1.062, -1.323, 1.535)
H (1.119, 1.111, 1.183)
H (2.062, 1.022, -0.225)
H (2.814, 0.544, 1.248)


Which structure is the least stable? The one labeled arrangement P.


Arrangement P

ORCA calculation (the ωB97M-V functional and the def2-TZVPD basis) on a cluster of 2 separate species, C4H12 in total.

Summary:
* SMILES: CC.CC
* E_HOMO: -11.7 eV
* lowest unoccupied orbital energy: 1.09 eV
* Kohn-Sham gap: 12.75 eV

CARTESIAN COORDINATES (ANGSTROEM)
C (0.599, 1.868, -1.785)
C (-0.255, 0.727, -2.368)
H (1.040, 1.559, -0.842)
H (1.402, 2.095, -2.486)
H (0.069, 2.816, -1.716)
H (0.056, -0.224, -1.954)
H (-0.215, 0.707, -3.451)
H (-1.259, 0.829, -2.042)
C (-0.903, -1.270, 2.023)
C (0.600, -1.404, 2.105)
H (-1.408, -1.561, 1.101)
H (-1.499, -1.774, 2.783)
H (-1.188, -0.239, 2.256)
H (1.039, -0.735, 1.361)
H (1.000, -2.398, 1.970)
H (0.921, -0.996, 3.045)


Arrangement Q

ORCA calculation (the ωB97M-V functional and the def2-TZVPD basis) on a cluster of 2 separate species, C4H12 in total.

Summary:
* SMILES: CC.CC
* E_HOMO: -11.3 eV
* lowest unoccupied orbital energy: 1.13 eV
* Kohn-Sham gap: 12.48 eV

CARTESIAN COORDINATES (ANGSTROEM)
C (0.814, -1.255, -1.468)
C (2.002, -0.268, -1.176)
H (-0.079, -0.632, -1.543)
H (1.016, -1.680, -2.448)
H (0.687, -1.907, -0.613)
H (2.906, -0.897, -1.294)
H (1.830, 0.060, -0.160)
H (2.244, 0.384, -2.008)
C (-0.984, 0.403, 0.896)
C (-1.910, 1.210, 1.827)
H (-1.261, -0.652, 0.753)
H (-1.098, 0.668, -0.157)
H (0.062, 0.505, 1.173)
H (-2.935, 0.873, 1.706)
H (-1.673, 2.255, 1.674)
H (-1.623, 0.933, 2.838)


Which structure is the least stable? The one labeled arrangement Q.